# 1
75
Properties=species:S:1:pos:R:3:mulliken_charge:R:1 method="wB97M-V/def2-TZVPD" e_above_lowest_kj_mol=73.39 spin_multiplicity=5 charge=-2 largest_force_ev_per_a=0.66 gap_ha="0.235 / 0.216"
Fe 0.523 0.116 0.195 0.120
O -0.254 -1.842 -0.202 0.610
C 0.662 -2.621 -0.986 2.576
C 1.537 -1.609 -1.795 -0.459
O 2.084 -1.996 -2.813 -0.704
O 1.680 -0.455 -1.261 -0.400
C -0.128 -3.540 -1.901 -0.721
C 0.542 -4.452 -2.715 -0.277
C -0.166 -5.304 -3.544 -0.867
C -1.556 -5.267 -3.571 -0.358
C -2.226 -4.367 -2.761 -0.952
C -1.515 -3.507 -1.931 0.147
C 1.581 -3.439 -0.075 -0.031
C 1.012 -4.427 0.723 -0.116
C 1.780 -5.125 1.642 -1.099
C 3.141 -4.870 1.742 -0.456
C 3.720 -3.913 0.923 -0.734
C 2.944 -3.192 0.028 -0.244
H -0.491 -2.290 0.653 -0.232
H 1.622 -4.476 -2.697 0.410
H 0.370 -6.004 -4.174 0.359
H -2.107 -5.939 -4.217 0.366
H -3.308 -4.330 -2.765 0.413
H -2.044 -2.808 -1.298 0.255
H -0.049 -4.632 0.655 0.447
H 1.308 -5.848 2.292 0.353
H 3.741 -5.401 2.469 0.457
H 4.777 -3.694 1.007 0.379
H 3.404 -2.419 -0.573 0.521
N -3.633 0.171 5.440 -0.243
C -4.181 0.458 4.236 -0.217
O -5.380 0.525 4.031 -0.682
C -3.152 0.683 3.166 0.703
C -1.945 1.300 3.454 -0.953
C -0.930 1.245 2.520 -0.857
N -1.066 0.608 1.353 1.886
C -2.269 0.122 1.031 -0.423
C -3.340 0.149 1.903 -0.986
H -4.265 -0.134 6.160 0.217
H -2.652 -0.104 5.516 0.087
H -1.755 1.755 4.414 0.752
H 0.052 1.643 2.737 0.486
H -2.340 -0.355 0.061 0.345
H -4.279 -0.317 1.642 0.454
Se 0.070 -0.426 5.865 -0.718
Sb 0.534 -1.604 3.783 0.911
Se 2.169 -3.173 4.923 -0.418
Se -1.352 -2.805 2.837 -0.702
Se 1.951 -0.414 2.108 -0.513
O 3.078 6.868 -6.588 -0.492
C 2.117 6.965 -5.625 0.695
O 1.275 7.819 -5.741 -0.595
C 2.198 6.007 -4.497 0.951
C 1.309 6.173 -3.432 -0.710
C 1.349 5.338 -2.335 -0.181
C 2.278 4.286 -2.258 0.095
S 2.371 3.246 -0.874 -0.248
C 3.145 4.103 -3.346 -1.071
C 3.110 4.950 -4.434 -0.638
H 3.706 6.178 -6.345 0.284
H 0.592 6.982 -3.485 0.425
H 0.660 5.483 -1.513 0.469
H 3.839 3.274 -3.318 0.403
H 3.800 4.740 -5.247 0.155
Se -0.107 1.985 -1.394 -0.242
C -1.198 3.187 -0.383 0.395
C -2.550 3.331 -0.684 -0.376
C -3.321 4.209 0.062 -0.417
N -2.852 4.949 1.064 -0.684
C -1.558 4.804 1.346 -0.409
C -0.701 3.951 0.668 -0.298
H -2.997 2.764 -1.489 0.430
H -4.377 4.321 -0.160 0.368
H -1.179 5.403 2.167 0.394
H 0.345 3.889 0.943 0.403

***

# 2
72
Properties=species:S:1:pos:R:3:mulliken_charge:R:1 method="wB97M-V/def2-TZVPD" e_above_lowest_kj_mol=146.28 charge=-2 largest_force_ev_per_a=2.46 gap_ha=0.193
Cs -2.230 -0.272 -1.154 1.301
S 1.297 -0.919 -0.511 -0.415
C 1.361 0.558 -1.394 0.419
S 0.207 0.933 -2.607 -0.358
C 2.370 1.504 -1.076 -0.053
C 3.402 1.237 -0.109 -0.087
N 4.256 1.052 0.649 -0.706
C 2.413 2.806 -1.684 0.041
N 2.461 3.875 -2.123 -0.625
Br -1.942 1.128 6.523 -0.248
C -0.917 0.680 4.991 0.142
C -0.438 1.669 4.153 -0.078
C 0.310 1.274 3.064 -0.398
C 0.546 -0.078 2.858 -0.169
N 0.073 -1.033 3.667 -0.600
C -0.653 -0.650 4.721 -0.376
H -0.653 2.712 4.345 0.402
H 0.709 1.994 2.361 0.485
H 1.117 -0.400 1.992 0.453
H -1.041 -1.427 5.369 0.355
N -1.132 -2.603 1.199 -0.191
C -0.914 -2.905 -0.111 0.480
O -1.749 -2.664 -0.961 -0.875
C 0.307 -3.763 -0.410 -1.034
I -0.193 -5.838 -0.012 -0.087
H -1.831 -1.897 1.391 0.212
H -0.348 -2.568 1.835 0.271
H 1.174 -3.563 0.209 0.463
H 0.547 -3.720 -1.462 0.455
O -3.434 1.986 -0.636 -0.775
C -2.813 1.924 0.469 0.415
O -2.713 0.892 1.174 -0.827
C -2.088 3.198 0.868 -0.211
C -1.410 3.812 -0.374 -0.691
Ge -2.703 4.150 -1.786 1.293
C -1.801 5.547 -2.879 -0.192
C -0.405 5.513 -2.975 -0.527
C 0.279 6.336 -3.867 -0.710
C -0.423 7.220 -4.674 -0.356
C -1.813 7.270 -4.599 -0.680
C -2.492 6.432 -3.720 -0.229
C -4.265 5.037 -0.995 0.112
C -5.357 4.322 -0.481 -0.068
C -6.441 4.979 0.093 -0.891
C -6.456 6.366 0.176 -0.401
C -5.376 7.092 -0.306 -0.680
C -4.294 6.431 -0.882 -0.300
C -3.223 2.972 -3.247 0.433
C -4.562 2.648 -3.480 -0.118
C -4.935 1.888 -4.584 -0.653
C -3.971 1.435 -5.475 -0.544
C -2.635 1.747 -5.257 -0.757
C -2.265 2.514 -4.157 -0.275
H -1.384 2.973 1.666 -0.048
H -2.840 3.890 1.263 0.388
H -0.627 3.149 -0.758 0.104
H -0.956 4.780 -0.149 0.445
H 0.182 4.831 -2.368 0.219
H 1.359 6.260 -3.930 0.506
H 0.108 7.863 -5.368 0.352
H -2.368 7.951 -5.237 0.360
H -3.578 6.466 -3.699 0.369
H -5.338 3.239 -0.512 0.377
H -7.273 4.403 0.484 0.379
H -7.303 6.878 0.619 0.350
H -5.373 8.174 -0.236 0.387
H -3.456 7.014 -1.248 0.354
H -5.330 2.988 -2.795 0.150
H -5.980 1.648 -4.746 0.394
H -4.260 0.846 -6.338 0.339
H -1.872 1.398 -5.943 0.393
H -1.216 2.739 -4.003 0.639

***

# 3
69
Properties=species:S:1:pos:R:3:mulliken_charge:R:1 method="wB97M-V/def2-TZVPD" e_above_lowest_kj_mol=77.58 spin_multiplicity=4 charge=+2 largest_force_ev_per_a=0.56 gap_ha="0.278 / 0.249"
Re 0.047 0.810 -1.128 0.963
F 5.264 -0.167 -2.228 -0.307
C 4.278 0.720 -2.174 0.185
C 3.019 0.293 -1.783 -0.660
C 1.988 1.219 -1.721 0.868
C 2.217 2.573 -2.048 -0.266
C 3.505 2.936 -2.433 0.482
F 3.776 4.205 -2.751 -0.316
C 4.547 2.033 -2.506 -0.810
C 1.063 3.481 -1.974 0.755
C 1.056 4.837 -2.271 -1.059
C -0.130 5.549 -2.197 -0.417
C -1.307 4.905 -1.837 -0.925
C -1.252 3.564 -1.550 0.094
N -0.095 2.872 -1.597 0.214
H 2.887 -0.751 -1.531 0.572
H 5.533 2.348 -2.814 0.537
H 1.966 5.328 -2.572 0.613
H -0.136 6.605 -2.435 0.482
H -2.253 5.425 -1.795 0.475
H -2.136 2.996 -1.295 0.448
Br -2.659 -0.768 0.964 0.013
C -2.540 -1.941 -0.536 -0.262
C -2.045 -3.315 -0.244 -0.310
C -1.910 -4.209 -1.520 -0.442
C -2.538 -3.693 -2.778 -1.113
C -2.875 -2.414 -2.910 -0.503
C -2.761 -1.489 -1.768 1.198
C -2.903 -0.017 -2.034 -0.477
O -3.900 0.556 -2.314 -0.474
O -1.711 0.656 -1.883 -0.586
H -2.563 -3.767 0.599 0.464
H -2.236 -5.231 -1.329 0.675
H -2.687 -4.384 -3.598 0.473
H -3.307 -2.026 -3.824 0.588
C -0.780 -0.760 6.932 -1.472
C -0.594 -0.067 5.616 0.818
C -1.639 0.635 5.021 -0.838
C -1.459 1.291 3.815 -0.541
C -0.207 1.254 3.209 0.677
C 0.859 0.558 3.780 -0.527
C 0.652 -0.101 4.972 -0.876
S -0.059 2.119 1.714 0.524
C 1.265 3.274 1.999 -1.009
O 0.660 1.078 0.757 -0.269
H -1.832 -0.930 7.151 0.386
H -0.365 -0.148 7.735 0.324
H -0.258 -1.716 6.950 0.386
H -2.607 0.665 5.505 0.402
H -2.279 1.827 3.350 0.499
H 1.826 0.521 3.294 0.380
H 1.467 -0.650 5.428 0.437
H 2.148 2.733 2.334 0.365
H 0.933 3.985 2.755 0.470
H 1.445 3.780 1.052 0.326
C 0.386 -5.440 -1.393 -1.701
C -0.342 -4.107 -1.434 1.873
C 0.219 -3.209 -2.491 -1.876
C 0.478 -1.929 -2.293 -0.498
N 0.343 -1.291 -1.006 0.200
C 0.073 -2.005 0.027 -1.054
C -0.460 -3.373 -0.066 -0.353
H 0.268 -5.973 -2.338 0.411
H -0.018 -6.071 -0.599 0.506
H 1.453 -5.301 -1.211 0.398
H 0.408 -3.628 -3.472 0.328
H 0.889 -1.289 -3.062 0.747
H 0.087 -1.503 0.991 0.777
H -0.167 -3.970 0.797 0.610

***

# 4
65
Properties=species:S:1:pos:R:3:mulliken_charge:R:1 method="wB97M-V/def2-TZVPD" spin_multiplicity=5 charge=+4 largest_force_ev_per_a=0.54 gap_ha="0.239 / 0.155"
Ru 0.689 0.392 0.999 0.525
Br -0.624 -1.425 8.101 0.245
C 0.067 -1.057 6.477 0.123
C -0.621 -1.472 5.299 -0.531
C -0.067 -1.212 4.074 -0.106
C 1.168 -0.547 3.983 0.447
C 1.840 -0.109 5.144 -0.329
C 1.306 -0.358 6.379 -0.717
N 1.709 -0.300 2.688 -0.213
C 3.005 -0.266 2.550 0.173
C 3.557 0.146 1.285 0.104
C 4.912 0.164 1.018 -0.806
C 5.340 0.594 -0.241 -0.408
C 4.390 0.983 -1.163 -0.881
C 3.033 0.937 -0.826 0.065
N 2.624 0.529 0.367 -0.052
H -1.560 -2.000 5.391 0.493
H -0.555 -1.570 3.175 0.291
H 2.764 0.448 5.077 0.611
H 1.808 -0.030 7.280 0.489
H 3.669 -0.537 3.366 0.643
H 5.622 -0.146 1.774 0.483
H 6.394 0.624 -0.482 0.501
H 4.676 1.330 -2.147 0.458
H 2.265 1.248 -1.523 0.451
Te -0.170 -1.517 -0.935 0.810
C -1.520 -0.974 -2.443 0.531
C -2.860 -0.965 -2.070 -0.502
C -3.795 -0.681 -3.057 -0.686
C -3.386 -0.444 -4.364 -0.542
C -2.039 -0.460 -4.702 -0.641
C -1.077 -0.725 -3.736 -0.278
C -0.368 -3.562 -0.937 0.957
C -0.096 -4.216 -2.151 -0.447
C -0.273 -5.584 -2.208 -0.712
C -0.753 -6.271 -1.093 -0.474
C -1.027 -5.605 0.105 -0.670
C -0.817 -4.245 0.203 -0.361
H -3.187 -1.186 -1.061 0.428
H -4.846 -0.659 -2.803 0.453
H -4.128 -0.264 -5.130 0.463
H -1.732 -0.267 -5.721 0.458
H -0.028 -0.744 -4.003 0.484
H 0.240 -3.679 -3.029 0.394
H -0.051 -6.119 -3.122 0.438
H -0.927 -7.337 -1.159 0.440
H -1.402 -6.158 0.956 0.432
H -1.023 -3.729 1.132 0.320
C -1.339 2.778 1.374 -1.401
C -0.781 2.720 -0.016 1.185
O -0.019 1.731 -0.320 -0.366
C -1.079 3.712 -0.986 0.837
C -2.038 4.711 -0.708 -0.401
C -2.327 5.671 -1.652 -0.927
C -1.650 5.663 -2.869 -0.344
C -0.691 4.689 -3.160 -0.838
C -0.409 3.716 -2.232 -0.146
H -0.910 2.005 2.026 0.059
H -2.421 2.628 1.351 0.459
H -1.147 3.745 1.838 0.474
H -2.562 4.732 0.238 0.407
H -3.071 6.428 -1.450 0.444
H -1.869 6.428 -3.603 0.450
H -0.176 4.707 -4.110 0.457
H 0.341 2.965 -2.439 0.297